1.
The following is a DFT calculation (ωB97M-V/def2-TZVPD) of a structure of composition C27H48AsBFeN7O at a distorted geometry.

Element x y z (Å)
N  -0.425  -2.011  0.207
H  1.290  5.047  -3.546
C  -2.836  4.225  -2.384
H  3.337  2.326  2.278
H  3.357  -1.697  2.693
H  -2.411  5.053  -1.815
H  -2.195  2.677  -3.788
H  -1.689  1.081  4.939
H  0.725  3.525  1.704
H  -2.111  -3.736  3.465
H  0.923  2.450  -4.253
C  4.227  3.393  -0.171
H  -4.291  0.933  3.213
H  3.883  -0.063  3.047
O  1.531  1.446  -0.076
C  -0.244  -3.213  -0.332
N  -1.954  0.232  -0.036
C  0.809  5.448  -2.654
B  -1.680  -0.941  2.160
H  -5.655  0.442  2.204
C  -4.620  0.223  2.454
C  -1.784  3.506  -3.216
C  1.260  -0.068  4.177
As  -0.302  2.832  -2.156
C  -1.160  0.139  5.093
H  0.484  -0.161  -2.649
H  1.136  -2.486  -1.797
H  -1.874  0.542  -2.663
H  -3.324  3.546  -1.684
H  -3.352  -0.397  -2.678
Fe  0.111  -0.041  -0.030
H  -0.269  0.271  -4.180
C  2.580  4.702  1.410
H  -2.617  -5.031  2.378
H  -3.493  -3.500  2.396
H  -5.139  0.899  -0.405
N  -0.409  -0.294  2.752
C  -0.967  -4.158  0.396
N  0.745  -0.443  2.035
H  -0.143  5.894  -2.935
H  3.637  3.779  -1.007
C  4.033  4.320  1.048
H  1.404  -4.158  -1.308
H  0.063  -3.769  -2.377
C  -4.147  0.665  -0.060
C  -3.774  0.322  1.233
H  -4.573  -0.774  2.890
H  2.091  5.032  0.493
H  1.826  0.059  5.084
H  -0.699  0.166  6.077
H  -3.600  4.638  -3.041
H  1.443  6.251  -2.275
H  -2.397  -1.310  3.031
H  -3.463  1.349  -2.762
C  -2.906  0.529  -2.312
C  0.625  0.408  -3.574
C  1.751  -0.328  2.894
H  4.555  5.250  0.819
H  -1.026  -5.218  0.219
C  0.655  4.400  -1.550
C  0.634  -3.416  -1.518
C  -2.991  0.550  -0.824
H  -1.276  4.173  -3.920
C  -2.505  -3.954  2.473
C  0.933  1.877  -3.321
H  2.595  5.570  2.069
H  5.268  3.454  -0.491
H  4.562  3.913  1.917
C  1.747  3.580  2.076
N  2.428  2.298  1.835
H  1.905  2.001  -2.844
N  -2.457  0.058  1.228
H  1.693  3.707  3.155
C  3.911  1.883  0.018
H  -1.898  -0.662  5.081
H  1.617  4.017  -1.219
H  3.308  -0.503  1.418
H  3.987  1.338  -0.921
H  1.457  -0.056  -4.103
C  2.532  1.806  0.592
C  -0.117  -0.065  4.050
H  4.625  1.456  0.726
C  3.151  -0.646  2.488
N  -1.263  -2.151  1.278
C  -1.597  -3.452  1.405
H  0.136  4.805  -0.680

## Properties
Kohn-Sham gap (spin up / spin down)	8.52 / 4.56	eV
multiplicity	6
total charge	+2
relative energy (zero: lowest compared OMol25 entry of this formula, charge and spin)	48.6	kcal per mole
electronic energy	-5040.05232	a.u.



2.
The following is a DFT calculation (ωB97M-V/def2-TZVPD) of a structure of composition C14H10F3IrN3O3.

Element x y z (Å)
C  -3.618  1.968  -0.220
H  -1.175  3.106  0.759
C  4.344  -0.614  0.006
C  -4.316  -0.319  -0.263
H  -5.668  1.350  -0.284
C  2.993  -0.923  -0.027
O  1.495  3.521  -0.149
N  -2.004  0.220  -0.183
H  2.646  -1.947  -0.028
O  -0.050  -2.168  -0.854
H  -1.172  3.176  -0.999
N  2.065  0.030  -0.067
C  -2.303  1.538  -0.184
C  -0.065  -2.585  0.327
F  1.253  -4.493  0.560
C  3.767  1.706  -0.051
Ir  0.012  -0.145  -0.117
N  0.080  1.705  -0.174
H  -5.081  -1.080  -0.299
H  5.785  0.973  0.020
C  -0.018  -4.085  0.654
C  -1.142  2.494  -0.146
H  4.012  2.759  -0.065
C  -2.990  -0.687  -0.227
F  -0.757  -4.765  -0.214
F  -0.455  -4.310  1.883
H  -3.833  3.027  -0.219
H  5.068  -1.415  0.039
C  -4.635  1.031  -0.257
C  2.445  1.326  -0.080
H  -2.686  -1.724  -0.243
O  -0.067  -1.716  1.242
C  4.736  0.712  -0.005
C  1.337  2.334  -0.135

## Properties
Kohn-Sham gap	8.37	eV
total charge	+1
relative energy (zero: lowest compared OMol25 entry of this formula, charge and spin)	0.0	kcal per mole
electronic energy	-1333.27071	a.u.



3.
The following is a DFT calculation (ωB97M-V/def2-TZVPD) of the molecule C3H6N2 at a distorted geometry.

Element x y z (Å)
H  -2.539  -0.825  -0.114
H  -1.558  -0.973  1.268
H  0.222  -0.011  -1.678
C  -0.953  0.492  0.009
N  -1.062  1.734  0.021
C  1.572  0.060  0.078
H  1.951  -0.955  -0.139
H  1.469  0.165  1.161
H  2.316  0.761  -0.295
C  0.287  0.295  -0.630
N  -1.638  -0.697  0.304

## Properties
Kohn-Sham gap (spin up / spin down)	8.76 / 9.40	eV
total charge	0
relative energy (zero: lowest compared OMol25 entry of this formula, charge and spin)	84.9	kcal per mole
electronic energy	-227.28960	a.u.